Below is a structure of composition C7H6HgO5S in a non-equilibrium geometry, with properties calculated with wB97M-V/def2-TZVPD.

Structure (ORCA input):
```
! RIJCOSX wB97M-V def2-TZVPD def2/J DEFGRID3
* xyz 2 1
O -4.709 0.726 -0.786
C -3.570 0.605 -0.696
Hg 0.548 -0.005 0.130
O -0.560 0.098 3.928
C -0.548 0.134 2.791
C 0.170 -0.034 -2.542
O 0.469 -0.138 -3.632
C 0.211 2.623 -0.076
O 0.480 3.732 0.008
C -0.536 -2.695 -0.039
O -0.537 -3.837 0.032
C 4.477 -1.070 1.132
S 3.058 -0.749 0.122
C 3.561 0.795 -0.702
H 4.022 -1.776 1.845
H 4.858 -0.201 1.621
H 5.188 -1.592 0.480
H 3.873 1.573 0.019
H 4.382 0.563 -1.403
H 2.739 1.167 -1.329
*
```

Results
Orbital gap (Ha): 0.2646
DFT total energy (hartree): -1197.39962
HOMO energy (eV): -18.0

Atom charges from the Mulliken analysis, given in e for atoms 1 to 5: O -0.111; C 0.108; Hg 1.293; O -0.053; C 0.101